Entry 1:
ORCA calculation (wB97M-V/def2-TZVPD) on C16H32AlK3O16P as an isolated structure at a distorted geometry.

```
! RIJCOSX wB97M-V def2-TZVPD def2/J DEFGRID3
* xyz 3 1
Al 2.074 -1.114 0.650
K -0.466 3.534 -0.705
K -2.826 1.667 1.530
K -0.699 0.892 -3.287
P -0.514 0.437 -0.278
O -0.161 -0.787 -1.133
O -1.705 1.229 -0.882
O 0.821 1.214 -0.260
O -0.625 0.053 1.187
C 3.290 -4.371 3.272
C 2.587 -3.174 2.692
O 1.166 -3.510 2.580
C 0.316 -2.638 2.154
O 0.543 -1.572 1.598
O -0.904 -3.066 2.412
C -1.948 -2.196 2.050
H 4.261 -4.071 3.667
H 3.446 -5.165 2.547
H 2.730 -4.763 4.120
H 3.037 -2.988 1.710
H 2.753 -2.276 3.286
H -2.856 -2.451 2.593
H -2.140 -2.213 0.971
H -1.644 -1.187 2.308
C 1.091 3.675 3.058
C 2.141 3.058 2.155
O 3.366 2.934 2.805
C 4.101 1.919 2.362
O 3.673 1.002 1.681
O 5.339 2.107 2.786
C 6.331 1.111 2.489
H 1.392 4.668 3.394
H 0.997 3.052 3.954
H 0.075 3.804 2.665
H 2.208 3.707 1.260
H 1.868 2.091 1.707
H 6.749 1.239 1.482
H 5.901 0.111 2.417
H 7.156 1.151 3.183
C 2.855 -7.140 0.085
C 2.846 -6.043 -0.949
O 1.521 -5.765 -1.460
C 0.861 -4.711 -1.069
O 1.271 -3.855 -0.308
O -0.351 -4.770 -1.547
C -1.105 -3.572 -1.597
H 2.370 -8.060 -0.237
H 2.140 -6.807 0.863
H 3.816 -7.322 0.543
H 3.407 -6.369 -1.830
H 3.354 -5.140 -0.619
H -0.709 -2.884 -2.339
H -1.084 -3.124 -0.595
H -2.150 -3.787 -1.798
C -7.293 7.109 -5.197
C -5.903 6.479 -5.112
O -5.956 5.316 -4.301
C -4.837 4.888 -3.807
O -3.748 5.165 -4.130
O -5.131 3.942 -2.889
C -4.090 3.639 -2.046
H -7.807 7.089 -4.233
H -7.891 6.499 -5.882
H -7.322 8.130 -5.559
H -5.158 7.190 -4.741
H -5.550 6.298 -6.132
H -4.449 3.143 -1.137
H -3.453 4.467 -1.722
H -3.379 2.880 -2.433
*
```

Electronic energy (eV): -114709.5476
F_max (eV/A): 4.76
LUMO level (eV): -12.94
Orbital gap (eV): 3.292

Löwdin charges, unit e, in atom order: 1.285 0.887 0.931 0.955 -0.165 -0.307 -0.601 -0.353 -0.357 -0.002 -0.181 0.124 -0.516 0.011 0.121 -0.005 0.107 0.086 0.113 0.081 0.141 0.127 0.105 0.070 -0.035 -0.252 0.099 -0.551 0.026 0.064 0.000 0.098 0.094 0.064 0.133 0.079 0.110 0.086 0.108 -0.048 -0.185 0.094 -0.594 0.066 0.064 -0.017 0.094 0.081 0.088 0.135 0.110 0.092 0.060 0.113 -0.048 -0.205 0.084 -0.639 0.170 0.043 -0.114 0.083 0.084 0.084 0.128 0.133 0.092 0.093 0.077



Entry 2:
ORCA calculation (wB97M-V/def2-TZVPD) on a 8-piece molecular cluster, C16H32Cl16 overall.

```
! RIJCOSX wB97M-V def2-TZVPD def2/J DEFGRID3
* xyz 0 1
Cl 2.000 1.782 -2.137
C 2.295 3.355 -1.333
C 3.740 3.601 -1.060
Cl 4.380 2.470 0.150
H 1.734 3.330 -0.400
H 1.855 4.122 -1.967
H 3.838 4.612 -0.660
H 4.349 3.544 -1.957
Cl 0.761 1.058 1.376
C -0.507 0.446 0.286
C -0.476 -1.051 0.107
Cl 1.040 -1.613 -0.633
H -0.393 0.938 -0.678
H -1.453 0.747 0.727
H -1.289 -1.306 -0.571
H -0.604 -1.570 1.051
Cl -1.732 -1.429 6.238
C -1.315 -3.009 5.538
C 0.081 -3.047 4.980
Cl 0.230 -2.086 3.493
H -2.037 -3.232 4.756
H -1.409 -3.772 6.310
H 0.355 -4.077 4.756
H 0.810 -2.668 5.692
Cl 3.784 4.826 5.003
C 3.577 4.274 3.328
C 2.148 3.899 3.020
Cl 0.999 5.220 3.337
H 4.213 3.403 3.198
H 3.919 5.073 2.674
H 1.865 3.048 3.636
H 2.056 3.633 1.971
Cl -3.004 -0.249 -2.593
C -1.916 0.696 -3.631
C -0.588 0.046 -3.824
Cl -0.712 -1.482 -4.729
H -1.753 1.672 -3.170
H -2.413 0.864 -4.582
H -0.072 -0.154 -2.886
H 0.068 0.715 -4.381
Cl -6.206 0.029 3.630
C -4.437 0.022 3.756
C -3.836 1.348 3.403
Cl -3.945 1.693 1.651
H -4.034 -0.756 3.112
H -4.178 -0.224 4.786
H -2.784 1.366 3.684
H -4.326 2.169 3.918
Cl 4.037 -2.917 -2.668
C 3.238 -1.624 -3.614
C 4.230 -0.996 -4.539
Cl 3.354 0.119 -5.664
H 2.850 -0.919 -2.888
H 2.425 -2.083 -4.164
H 4.721 -1.737 -5.161
H 4.970 -0.390 -4.027
Cl -1.814 -5.090 -1.962
C -2.931 -3.817 -2.468
C -3.190 -3.845 -3.944
Cl -4.132 -5.309 -4.401
H -2.498 -2.862 -2.181
H -3.881 -3.896 -1.937
H -2.267 -3.915 -4.507
H -3.794 -2.998 -4.250
*
```

Electronic energy (eV): -217472.2826
F_max (eV/A): 0.76
LUMO level (eV): 0.19
Orbital gap (eV): 10.718
SMILES: ClCCCl.ClCCCl.ClCCCl.ClCCCl.ClCCCl.ClCCCl.ClCCCl.ClCCCl

Löwdin charges, unit e, in atom order: 0.590 -0.639 -0.653 0.578 0.036 0.080 0.079 0.073 0.577 -0.655 -0.653 0.577 0.029 0.023 0.030 0.005 0.555 -0.666 -0.657 0.584 0.066 0.076 0.078 0.069 0.545 -0.685 -0.698 0.539 0.057 0.067 0.063 0.010 0.610 -0.639 -0.683 0.601 0.079 0.074 0.006 0.063 0.554 -0.690 -0.649 0.551 0.067 0.046 0.074 0.069 0.552 -0.692 -0.636 0.517 0.005 0.052 0.066 0.070 0.557 -0.709 -0.681 0.524 0.000 0.075 0.031 0.060



Entry 3:
ORCA calculation (wB97M-V/def2-TZVPD) on C16H32Cl2NiO8S4 as an isolated structure at a distorted geometry.

```
! RIJCOSX wB97M-V def2-TZVPD def2/J DEFGRID3
* xyz 0 3
Ni 0.974 0.287 -1.027
Cl 0.763 2.575 -1.535
Cl 2.943 -0.697 -1.763
C -3.775 -0.196 -3.691
C -3.182 1.210 -3.473
C -1.789 1.206 -4.054
S -1.141 -0.410 -3.665
O -0.449 -0.299 -2.404
O -0.476 -0.993 -4.788
C -2.725 -1.210 -3.304
H -4.141 -0.368 -4.705
H -4.663 -0.322 -3.067
H -3.158 1.453 -2.409
H -3.811 1.944 -3.976
H -1.058 1.912 -3.654
H -1.803 1.299 -5.141
H -2.668 -1.354 -2.223
H -2.673 -2.187 -3.778
C 2.034 -4.376 0.147
C 2.451 -3.788 1.520
C 1.335 -2.881 2.061
S 0.132 -2.755 0.761
O 0.556 -1.749 -0.167
O -1.212 -2.739 1.300
C 0.514 -4.327 0.032
H 2.386 -5.401 0.037
H 2.448 -3.786 -0.671
H 3.361 -3.217 1.346
H 2.651 -4.572 2.245
H 1.630 -1.877 2.363
H 0.799 -3.367 2.875
H 0.144 -4.342 -0.991
H 0.027 -5.106 0.619
C -4.080 0.834 1.214
C -3.779 2.281 1.600
C -2.332 2.504 1.139
S -1.468 0.981 1.438
O -0.697 1.058 2.646
O -0.845 0.589 0.204
C -2.928 -0.010 1.717
H -4.101 0.752 0.119
H -5.045 0.462 1.555
H -3.881 2.428 2.675
H -4.387 3.000 1.054
H -1.826 3.364 1.572
H -2.323 2.678 0.062
H -2.960 -0.127 2.803
H -2.831 -1.002 1.283
C 3.790 3.348 1.715
C 5.009 2.462 1.371
C 4.433 1.220 0.701
S 2.995 0.844 1.697
O 3.281 -0.169 2.681
O 1.862 0.662 0.828
C 2.855 2.444 2.498
H 3.324 3.706 0.794
H 4.093 4.223 2.288
H 5.513 2.185 2.303
H 5.728 2.988 0.747
H 5.052 0.326 0.697
H 4.072 1.414 -0.309
H 3.254 2.295 3.504
H 1.799 2.689 2.584
*
```

Electronic energy (eV): -142921.6703
F_max (eV/A): 1.19
LUMO level (spin up / spin down) (eV): 0.30 / 0.29
Orbital gap (spin up / spin down) (eV): 8.691 / 8.691
<S²>: 2.00

Löwdin charges, unit e, in atom order: 0.137 -0.094 -0.047 -0.214 -0.205 -0.220 0.700 -0.396 -0.283 -0.202 0.119 0.113 0.108 0.118 0.067 0.114 0.104 0.107 -0.207 -0.178 -0.203 0.681 -0.370 -0.320 -0.221 0.113 0.100 0.114 0.110 0.083 0.107 0.113 0.111 -0.219 -0.201 -0.222 0.675 -0.295 -0.391 -0.218 0.110 0.118 0.119 0.115 0.114 0.097 0.115 0.086 -0.208 -0.208 -0.238 0.684 -0.307 -0.426 -0.208 0.117 0.114 0.117 0.116 0.106 0.069 0.109 0.103



Entry 4:
ORCA calculation (wB97M-V/def2-TZVPD) on C16H32ClLiO8 as an isolated structure at a distorted geometry.

```
! RIJCOSX wB97M-V def2-TZVPD def2/J DEFGRID3
* xyz 0 1
Li 0.027 -0.104 -0.005
Cl 0.705 -2.045 -3.152
O 1.042 -3.413 -3.044
O -0.618 -1.928 -3.692
O 0.720 -1.520 -1.860
O 1.592 -1.297 -4.012
C -3.946 -1.192 1.254
C -3.949 -1.513 -0.211
C -2.502 -1.816 -0.627
O -1.768 -1.004 0.342
C -2.458 -1.016 1.587
H -4.350 -1.957 1.917
H -4.413 -0.258 1.565
H -4.307 -0.619 -0.720
H -4.580 -2.315 -0.592
H -2.229 -1.454 -1.617
H -2.286 -2.885 -0.640
H -2.265 -0.086 2.123
H -2.086 -1.880 2.138
C -0.640 3.322 -2.224
C -1.712 3.380 -1.133
C -2.065 1.897 -0.890
O -0.842 1.217 -1.173
C -0.298 1.842 -2.333
H 0.221 3.882 -1.861
H -0.957 3.865 -3.115
H -2.665 3.799 -1.456
H -1.322 3.818 -0.215
H -2.882 1.510 -1.499
H -2.322 1.669 0.144
H -0.786 1.255 -3.112
H 0.783 1.708 -2.287
C 2.975 2.978 -0.287
C 3.625 1.787 -0.784
C 2.981 0.604 -0.138
O 1.714 1.077 0.143
C 1.798 2.419 0.543
H 2.586 3.582 -1.107
H 3.617 3.632 0.302
H 4.702 1.877 -0.643
H 3.509 1.696 -1.864
H 3.565 0.243 0.709
H 2.956 -0.212 -0.860
H 1.972 2.429 1.619
H 0.907 3.042 0.464
C 1.504 -2.363 3.503
C 1.104 -3.376 2.431
C 1.277 -2.598 1.168
O 0.734 -1.300 1.529
C 1.053 -1.051 2.891
H 2.573 -2.443 3.698
H 0.987 -2.611 4.430
H 0.064 -3.660 2.590
H 1.813 -4.203 2.387
H 0.769 -3.021 0.301
H 2.326 -2.446 0.911
H 0.200 -0.616 3.412
H 1.850 -0.325 3.050
*
```

Electronic energy (eV): -46211.0380
F_max (eV/A): 4.70
LUMO level (eV): 0.01
Orbital gap (eV): 8.683

Löwdin charges, unit e, in atom order: 0.644 0.586 -0.334 -0.364 -0.390 -0.352 -0.155 -0.156 -0.125 -0.246 -0.194 0.111 0.108 0.105 0.117 0.111 0.130 0.121 0.116 -0.137 -0.141 -0.177 -0.250 -0.154 0.093 0.116 0.112 0.104 0.126 0.117 0.139 0.122 -0.160 -0.190 -0.207 -0.200 -0.166 0.108 0.119 0.125 0.126 0.129 0.132 0.121 0.113 -0.155 -0.160 -0.166 -0.223 -0.200 0.114 0.112 0.119 0.122 0.125 0.130 0.118 0.114



Repeat the third record exactly.
ORCA calculation (wB97M-V/def2-TZVPD) on C16H32Cl2NiO8S4 as an isolated structure at a distorted geometry.

```
! RIJCOSX wB97M-V def2-TZVPD def2/J DEFGRID3
* xyz 0 3
Ni 0.974 0.287 -1.027
Cl 0.763 2.575 -1.535
Cl 2.943 -0.697 -1.763
C -3.775 -0.196 -3.691
C -3.182 1.210 -3.473
C -1.789 1.206 -4.054
S -1.141 -0.410 -3.665
O -0.449 -0.299 -2.404
O -0.476 -0.993 -4.788
C -2.725 -1.210 -3.304
H -4.141 -0.368 -4.705
H -4.663 -0.322 -3.067
H -3.158 1.453 -2.409
H -3.811 1.944 -3.976
H -1.058 1.912 -3.654
H -1.803 1.299 -5.141
H -2.668 -1.354 -2.223
H -2.673 -2.187 -3.778
C 2.034 -4.376 0.147
C 2.451 -3.788 1.520
C 1.335 -2.881 2.061
S 0.132 -2.755 0.761
O 0.556 -1.749 -0.167
O -1.212 -2.739 1.300
C 0.514 -4.327 0.032
H 2.386 -5.401 0.037
H 2.448 -3.786 -0.671
H 3.361 -3.217 1.346
H 2.651 -4.572 2.245
H 1.630 -1.877 2.363
H 0.799 -3.367 2.875
H 0.144 -4.342 -0.991
H 0.027 -5.106 0.619
C -4.080 0.834 1.214
C -3.779 2.281 1.600
C -2.332 2.504 1.139
S -1.468 0.981 1.438
O -0.697 1.058 2.646
O -0.845 0.589 0.204
C -2.928 -0.010 1.717
H -4.101 0.752 0.119
H -5.045 0.462 1.555
H -3.881 2.428 2.675
H -4.387 3.000 1.054
H -1.826 3.364 1.572
H -2.323 2.678 0.062
H -2.960 -0.127 2.803
H -2.831 -1.002 1.283
C 3.790 3.348 1.715
C 5.009 2.462 1.371
C 4.433 1.220 0.701
S 2.995 0.844 1.697
O 3.281 -0.169 2.681
O 1.862 0.662 0.828
C 2.855 2.444 2.498
H 3.324 3.706 0.794
H 4.093 4.223 2.288
H 5.513 2.185 2.303
H 5.728 2.988 0.747
H 5.052 0.326 0.697
H 4.072 1.414 -0.309
H 3.254 2.295 3.504
H 1.799 2.689 2.584
*
```

Electronic energy (eV): -142921.6703
F_max (eV/A): 1.19
LUMO level (spin up / spin down) (eV): 0.30 / 0.29
Orbital gap (spin up / spin down) (eV): 8.691 / 8.691
<S²>: 2.00

Löwdin charges, unit e, in atom order: 0.137 -0.094 -0.047 -0.214 -0.205 -0.220 0.700 -0.396 -0.283 -0.202 0.119 0.113 0.108 0.118 0.067 0.114 0.104 0.107 -0.207 -0.178 -0.203 0.681 -0.370 -0.320 -0.221 0.113 0.100 0.114 0.110 0.083 0.107 0.113 0.111 -0.219 -0.201 -0.222 0.675 -0.295 -0.391 -0.218 0.110 0.118 0.119 0.115 0.114 0.097 0.115 0.086 -0.208 -0.208 -0.238 0.684 -0.307 -0.426 -0.208 0.117 0.114 0.117 0.116 0.106 0.069 0.109 0.103



Q: Number 3 is which compound?
A: C16H32Cl2NiO8S4